37
Properties=species:S:1:pos:R:3 method="wB97M-V/def2-TZVPD" homo_ha=-0.29362 lumo_ev=0.58 energy_ha=-933.7090 smiles="C[C@H](N)C(=O)N[C@@H](Cc1c[nH]c2ccccc12)C(=O)O" e_above_lowest_ev=1.2865
O -2.60 2.61 -1.99
O -0.15 1.88 2.32
O -3.18 0.88 -0.73
N 0.75 -0.63 -3.20
N -1.32 0.84 0.77
N -2.44 -0.73 2.54
C 0.13 2.17 -0.87
C 3.20 -2.25 -0.94
C 2.21 -0.25 0.00
C 3.12 -1.32 0.09
C -0.74 0.86 1.99
C 1.48 -0.10 -1.17
C 0.52 0.91 -1.57
C -0.13 -1.46 2.57
C -2.37 1.85 -1.10
C 0.04 0.52 -2.77
C 1.59 -1.06 -2.22
C -1.04 -0.32 2.85
C 2.57 -2.07 -2.13
C -1.23 1.97 -0.12
H -0.09 3.00 -1.59
H 2.01 0.46 0.79
H -0.55 -2.24 3.16
H -1.40 2.94 0.44
H -1.86 0.06 0.43
H -2.60 -1.66 2.83
H 0.88 -1.25 2.97
H -3.94 0.84 -1.37
H 0.83 2.59 -0.13
H 3.77 -1.37 0.97
H -3.07 -0.11 3.03
H 3.93 -3.03 -0.83
H 2.79 -2.78 -2.95
H -0.70 1.00 -3.40
H -0.08 -1.65 1.53
H -0.96 -0.08 3.93
H 0.64 -1.03 -4.12

9
Properties=species:S:1:pos:R:3 method="wB97M-V/def2-TZVPD" homo_ha="-0.19000 / -0.35821" lumo_ev="0.84 / -3.43" spin_multiplicity=3 energy_ha=-874.3978 e_above_lowest_ev=1.0767
I 2.68 0.05 0.02
Cl -1.70 -1.65 -0.04
C -0.44 -0.58 0.53
C 0.65 -0.09 -0.56
C -0.38 0.82 0.02
H -0.06 1.59 0.71
H -1.17 1.15 -0.64
H 0.52 -0.47 -1.56
H -0.09 -0.83 1.52

63
Properties=species:S:1:pos:R:3 method="wB97M-V/def2-TZVPD" homo_ha="-0.19158 / -0.29781" lumo_ev="-1.35 / -1.32" spin_multiplicity=3 energy_ha=-4148.6737 e_above_lowest_ev=2.2337
Te -0.14 1.40 2.14
Ni 0.04 -0.63 -0.10
S 1.02 1.72 -0.64
Si -0.41 -1.14 4.37
Si -0.74 4.49 3.22
O 1.33 1.06 0.90
O -0.44 1.49 -0.62
O -3.14 -6.82 -0.06
O 1.41 3.09 -0.57
O -1.31 -7.92 0.31
O 1.74 0.80 -1.47
N 1.20 -2.24 0.21
N -1.39 -1.99 -0.29
N -1.91 -6.86 0.11
C 1.04 -4.66 0.34
C 0.21 -5.78 0.31
C -0.06 -1.29 6.20
C -1.34 3.93 4.90
C 0.04 -2.69 3.45
C -3.15 -4.12 -0.38
C 2.50 -2.29 0.45
C 0.48 -3.37 0.14
C 3.15 -3.52 0.64
C -0.94 -3.24 -0.11
C 2.44 -4.69 0.59
C 0.68 0.30 3.73
C -1.78 -4.38 -0.14
C 0.62 3.29 2.66
C 0.00 6.21 3.28
C -2.11 4.39 1.94
C -1.17 -5.67 0.09
C -2.20 -0.68 4.07
C -3.59 -2.83 -0.58
C -2.69 -1.78 -0.52
H -1.72 2.90 4.86
H -2.99 -0.75 -0.67
H 1.06 3.63 1.73
H 0.06 -2.51 2.38
H -4.63 -2.63 -0.77
H -3.83 -4.95 -0.42
H 1.66 -0.04 3.37
H -2.67 5.33 1.93
H -2.15 4.56 5.27
H -0.53 3.95 5.64
H -2.84 -1.35 4.65
H 2.93 -5.64 0.74
H -0.68 -3.48 3.65
H 1.41 3.13 3.39
H -0.31 -0.38 6.74
H 3.03 -1.35 0.48
H -2.49 -0.81 3.02
H 0.83 6.29 3.98
H -0.66 -2.11 6.62
H 1.03 -3.06 3.75
H -2.45 0.34 4.37
H 0.36 6.51 2.29
H 4.22 -3.53 0.83
H 0.99 -1.52 6.40
H -1.72 4.23 0.93
H 0.87 1.04 4.52
H 0.63 -6.76 0.46
H -0.76 6.93 3.59
H -2.83 3.60 2.16

22
Properties=species:S:1:pos:R:3 method="wB97M-V/def2-TZVPD" homo_ha=-0.34621 lumo_ev=0.80 energy_ha=-316.6508 smiles=CN1BCC(C)(C)C1 e_above_lowest_ev=0.0000
N -0.29 -1.25 -0.88
C -1.11 -1.93 -1.86
C 1.32 -0.62 0.79
C 0.26 0.65 0.49
C 1.03 1.93 0.17
C -0.56 0.16 -0.71
C -0.63 0.86 1.71
B 0.72 -1.77 -0.11
H -1.34 1.67 1.53
H 1.70 1.77 -0.67
H 0.34 2.73 -0.09
H -0.80 -2.97 -1.92
H -0.29 0.71 -1.63
H 1.05 -2.89 -0.15
H -1.64 0.31 -0.54
H 1.62 2.25 1.03
H 2.32 -0.30 0.49
H -0.02 1.12 2.58
H -1.18 -0.05 1.94
H -1.00 -1.47 -2.84
H 1.34 -0.81 1.86
H -2.16 -1.89 -1.57

61
Properties=species:S:1:pos:R:3 method="wB97M-V/def2-TZVPD" homo_ha=-0.27490 lumo_ev=0.56 energy_ha=-1547.8159 smiles="Cn1c(=O)[nH]c(=O)c2c1nc(CN1CCN(c3ccc(F)cc3)CC1)n2CCc1ccccc1" e_above_lowest_ev=0.0070
F -1.35 -6.05 4.99
O 2.15 3.85 -0.95
O -0.58 5.76 2.12
N -1.99 -1.26 -0.92
N -0.08 1.69 -1.30
N -1.94 1.86 -0.09
N 0.72 4.74 0.58
N -1.36 3.85 1.15
N -1.32 -1.47 1.90
C 5.13 -0.39 -4.37
C 4.26 -1.36 -3.91
C -0.16 -3.15 3.19
C -1.91 -0.04 -1.68
C -0.16 -4.28 3.97
C -2.54 -4.46 3.72
C 0.06 2.80 -0.50
C 3.20 0.26 -2.48
C -0.73 -1.82 -0.45
C -1.35 -4.94 4.23
C 2.14 0.64 -1.48
C -2.60 3.86 1.91
C -0.28 -1.26 0.91
C 5.03 0.91 -3.89
C -1.30 1.16 -1.02
C -0.42 4.85 1.34
C -1.12 2.87 0.24
C -3.01 -1.35 0.10
C 4.07 1.23 -2.95
C 3.29 -1.03 -2.97
C 1.09 3.78 -0.37
C 0.94 1.26 -2.22
C -1.35 -2.65 2.63
C -2.54 -3.33 2.92
C -2.55 -0.83 1.47
H 2.62 -1.80 -2.61
H -3.48 -2.99 2.52
H 0.77 -2.63 3.02
H 0.76 -4.66 4.39
H -3.28 -2.42 0.19
H -2.67 4.82 2.42
H 1.40 5.48 0.73
H -0.88 -2.90 -0.33
H -3.89 -0.80 -0.23
H 2.54 1.38 -0.79
H -2.35 0.24 1.38
H 1.82 -0.24 -0.92
H -3.43 3.73 1.22
H -1.35 -0.26 -2.59
H 5.71 1.67 -4.25
H 0.03 -1.66 -1.21
H 4.33 -2.37 -4.28
H -3.46 -4.98 3.93
H 5.88 -0.64 -5.11
H -3.32 -0.96 2.23
H 4.00 2.24 -2.57
H -0.10 -0.18 0.84
H -2.93 0.23 -1.96
H 1.29 2.13 -2.77
H -2.60 3.05 2.64
H 0.64 -1.74 1.22
H 0.52 0.54 -2.92

20
Properties=species:S:1:pos:R:3 method="wB97M-V/def2-TZVPD" homo_ha="-0.30033 / -0.37545" lumo_ev="0.42 / -2.27" spin_multiplicity=3 energy_ha=-650.7674 e_above_lowest_ev=0.5282
Hg 5.77 -1.46 0.78
O 4.06 -0.21 1.47
O 3.99 -1.22 -0.52
O -1.87 -0.55 0.53
O 2.30 0.06 0.09
C 1.74 1.00 1.01
C -3.55 -1.00 -1.35
C 3.53 -0.45 0.36
C -2.69 0.02 -0.63
C 0.43 1.46 0.49
H -1.39 -1.32 0.18
H -0.16 2.11 1.13
H -3.41 -2.00 -0.92
H -3.29 -1.04 -2.41
H -3.30 0.82 -0.18
H 0.33 1.63 -0.59
H -4.62 -0.73 -1.27
H 1.63 0.54 2.01
H 2.45 1.85 1.13
H -1.98 0.50 -1.32

29
Properties=species:S:1:pos:R:3 method="wB97M-V/def2-TZVPD" homo_ha="-0.32833 / -0.50439" charge=+1 lumo_ev="-3.74 / -4.63" spin_multiplicity=3 energy_ha=-533.6002 e_above_lowest_ev=2.2059
N 1.26 0.78 0.14
N 0.21 0.18 -1.71
N -1.03 0.97 0.22
N 1.17 -1.37 1.81
C -0.10 -0.89 -2.22
C -0.27 -0.97 -3.73
C 0.11 -1.68 1.09
C 2.91 0.98 1.92
C 1.53 0.84 1.48
C -3.38 1.47 0.26
C -2.18 0.79 -0.32
C 0.09 0.51 -0.40
H -0.85 -1.58 1.60
H 2.05 -1.90 1.63
H 0.60 -1.48 -4.15
H -0.29 -1.74 -1.42
H -2.44 0.24 -1.28
H 1.99 0.64 -0.50
H 3.41 1.94 1.64
H 0.71 1.05 2.07
H 3.63 0.27 1.35
H 1.19 -0.91 2.71
H -3.22 2.00 1.25
H -3.56 2.27 -0.56
H -4.15 0.74 0.14
H -1.00 -1.73 -4.02
H 2.99 0.64 2.96
H -0.49 0.08 -4.08
H 0.25 -2.35 0.20

42
Properties=species:S:1:pos:R:3 method="wB97M-V/def2-TZVPD" homo_ha="-0.69132 / -0.68954" charge=+3 lumo_ev="-13.40 / -14.66" spin_multiplicity=4 energy_ha=-2322.9764 e_above_lowest_ev=0.0000
I 0.20 -0.37 -3.29
I 0.01 3.30 -1.41
Tc 0.03 0.65 -0.92
Cl 0.01 1.09 1.76
P -2.14 1.18 -0.41
P 2.19 1.17 -0.39
N -0.09 -1.54 -0.22
N -0.03 -3.29 1.14
C 0.05 -4.09 2.35
C -3.12 1.34 -1.94
C -3.05 -0.07 0.58
C 0.06 -1.94 1.05
C -2.66 2.69 0.51
C -0.29 -2.69 -0.99
C -0.23 -3.77 -0.15
C 2.69 2.68 0.53
C 3.21 1.36 -1.91
C 3.07 -0.10 0.59
H 2.09 2.77 1.44
H -4.07 0.28 0.77
H -2.05 2.80 1.41
H 3.00 0.51 -2.58
H -2.84 2.28 -2.45
H -0.75 -3.83 3.05
H 1.02 -3.96 2.85
H 2.59 -0.19 1.57
H -2.52 -0.21 1.54
H -0.06 -5.15 2.08
H -3.08 -1.02 0.04
H 3.75 2.59 0.81
H -4.19 1.37 -1.67
H 2.56 3.57 -0.08
H 2.94 2.30 -2.40
H 3.03 -1.07 0.08
H 0.21 -1.30 1.91
H -3.71 2.58 0.79
H -2.54 3.58 -0.12
H -0.45 -2.69 -2.07
H -0.31 -4.83 -0.34
H -2.91 0.49 -2.60
H 4.12 0.19 0.71
H 4.27 1.36 -1.61

17
Properties=species:S:1:pos:R:3 method="wB97M-V/def2-TZVPD" homo_ha=-0.32643 lumo_ev=1.10 energy_ha=-272.6086 smiles="C=C=C1[C@@H](C)[C@H]1C" e_above_lowest_ev=2.9773
C -0.67 -0.87 1.46
C 1.80 -0.41 -0.88
C -0.47 -0.46 0.25
C 0.31 -0.60 -0.99
C -1.23 -1.54 2.42
C -0.69 0.55 -0.79
C -0.32 1.97 -0.48
H -0.06 2.54 -1.38
H -1.63 0.41 -1.34
H 2.27 -1.37 -0.61
H -1.17 2.46 0.02
H 2.04 0.29 -0.07
H 2.24 -0.05 -1.81
H -2.10 -2.06 2.03
H 0.51 1.99 0.23
H -0.97 -1.62 3.48
H -0.02 -1.39 -1.67

26
Properties=species:S:1:pos:R:3 method="wB97M-V/def2-TZVPD" homo_ha=-0.29022 lumo_ev=0.78 energy_ha=-553.0781 smiles=CCCn1c(N)nc2ccccc21 e_above_lowest_ev=1.0723
N -0.06 0.35 -0.24
N -0.98 2.55 -0.17
N 1.34 2.14 0.10
C -3.55 -1.20 0.21
C 3.41 0.80 0.15
C 0.13 1.74 -0.16
C -2.43 -0.33 -0.47
C 3.95 -0.49 -0.10
C 1.66 -1.46 -0.05
C 1.15 -0.17 0.11
C 2.02 0.95 0.24
C 3.02 -1.55 -0.24
C -1.15 -0.29 0.37
H -3.20 -2.18 0.50
H -1.32 0.25 1.39
H 3.97 1.67 0.25
H 0.85 -2.14 -0.45
H -4.40 -1.37 -0.45
H -2.17 -0.54 -1.54
H -3.89 -0.71 1.16
H -1.06 3.52 -0.46
H 3.35 -2.58 -0.15
H -3.01 0.67 -0.71
H -0.80 -1.24 0.60
H -1.83 2.29 0.33
H 5.00 -0.66 -0.24

15
Properties=species:S:1:pos:R:3 method="wB97M-V/def2-TZVPD" homo_ha=-0.36719 lumo_ev=0.88 energy_ha=-304.7832 smiles=C[C@@]1(CC#N)CN1 e_above_lowest_ev=1.4224
N -0.35 1.60 2.56
N 0.77 0.03 -1.58
C -0.03 -0.10 -0.36
C -0.69 -1.37 0.15
C -0.58 1.46 1.43
C -0.78 1.19 0.00
C 1.45 0.01 -0.29
H -1.74 -1.50 -0.13
H -0.18 -2.28 -0.19
H 1.97 0.91 0.02
H -1.86 1.15 -0.22
H -0.34 2.01 -0.59
H 1.02 -0.84 -2.04
H 1.97 -0.92 -0.01
H -0.64 -1.35 1.25

73
Properties=species:S:1:pos:R:3 method="wB97M-V/def2-TZVPD" homo_ha=-0.19230 charge=-1 lumo_ev=2.48 energy_ha=-1913.5253
I 1.14 -0.66 -0.80
O -0.83 -4.44 4.24
O -1.37 -2.43 -3.87
O 5.35 0.64 1.04
O -0.75 2.33 -0.06
O 5.44 -3.08 -0.31
O 0.53 -3.11 1.98
O 4.99 0.01 -2.87
N 5.39 2.77 1.79
N -0.80 -3.51 -1.94
N -2.14 -4.53 -3.50
N -2.12 2.11 0.18
N 5.12 0.39 -5.10
N 3.08 0.00 -4.12
N 4.98 -4.67 1.23
N 3.42 1.87 1.00
N 3.35 -3.17 0.60
C -0.38 -2.49 2.88
C -4.37 2.15 -0.69
C -1.65 1.36 2.42
C -2.92 2.59 -0.93
C -2.28 3.76 2.12
C -2.47 2.34 1.56
C -1.41 -3.41 -3.15
C 4.44 0.09 -3.94
C -3.95 1.93 1.76
C -2.47 1.84 -2.18
C 4.64 -3.59 0.44
C -2.84 4.11 -1.21
C 4.75 1.67 1.26
C -1.42 -3.47 3.37
C -4.88 2.51 0.71
H 4.90 3.59 2.12
H -2.61 -4.57 -4.38
H -2.18 -2.85 3.87
H 2.99 2.75 1.24
H -4.84 3.61 0.78
H -1.24 4.08 2.02
H -0.37 1.44 -0.01
H 4.28 -5.20 1.72
H -3.79 4.46 -1.63
H 2.74 -3.52 1.32
H -2.07 4.31 -1.95
H -2.93 4.46 1.60
H 2.93 -2.50 -0.04
H -0.84 -1.65 2.36
H 0.15 -2.08 3.75
H -3.12 2.14 -3.02
H -4.21 2.31 2.76
H -0.72 -4.40 -1.47
H -2.66 4.70 -0.32
H -2.18 1.02 3.31
H -2.50 3.87 3.18
H -0.66 1.71 2.73
H -1.52 -4.68 4.86
H 5.97 -4.85 1.24
H -1.46 0.47 1.82
H -5.91 2.16 0.84
H 4.65 0.66 -5.95
H 2.50 -0.33 -3.36
H -4.99 2.61 -1.47
H -1.46 2.06 -2.54
H 2.87 1.09 0.68
H -1.87 -3.98 2.52
H 2.71 0.21 -5.03
H -2.06 -5.35 -2.93
H -0.17 -2.79 -1.60
H 6.12 0.28 -5.13
H -4.06 0.85 1.80
H -4.50 1.08 -0.87
H 6.36 2.60 1.97
H -2.53 0.76 -2.04
H 0.72 -2.44 1.31